[1]
{
  "formula": "C3H12CdN9O12",
  "method": "the ωB97M-V functional and the def2-TZVPD basis",
  "e_lumo_ev": 2.0667,
  "energy_ev": -45846.3511,
  "multiplicity": 1,
  "orbital_gap_ha": 0.272,
  "total_charge": -1,
  "species": ["Cd", "N", "O", "O", "O", "N", "O", "O", "O", "N", "O", "O", "O", "C", "O", "N", "N", "H", "H", "H", "H", "C", "O", "N", "N", "H", "H", "H", "H", "C", "O", "N", "N", "H", "H", "H", "H"],
  "positions_angstrom": [[-0.40676, 0.66672, -0.42501], [2.56695, -0.62397, -0.96215], [3.71540, -0.28313, -1.27173], [1.72517, 0.26938, -0.64731], [2.23829, -1.84586, -0.99322], [0.19949, 3.63080, -1.93649], [-0.13496, 2.52024, -1.39586], [1.41108, 3.90273, -1.97390], [-0.68772, 4.31845, -2.44685], [-3.83889, 0.55089, -0.04245], [-2.64293, 0.81767, -0.32933], [-4.73773, 0.84743, -0.87592], [-4.14500, -0.01065, 1.02364], [0.07851, -1.90172, 1.81723], [-0.29277, -1.31554, 0.79187], [-0.65964, -2.06347, 2.93277], [1.29779, -2.50841, 1.78731], [-0.23112, -2.48771, 3.73237], [-1.54027, -1.58842, 3.02821], [1.60433, -3.23289, 2.41510], [1.83750, -2.47072, 0.92483], [-0.42596, -1.51281, -3.07225], [-0.57721, -0.72987, -2.14402], [-1.06783, -1.30209, -4.26184], [0.39796, -2.57771, -3.01512], [-0.73188, -1.66498, -5.13196], [-1.49921, -0.38845, -4.28534], [1.08094, -2.58084, -2.26655], [0.38231, -3.29370, -3.71083], [0.49336, 2.03261, 2.37783], [-0.04164, 1.76111, 1.29659], [1.44026, 1.25432, 2.92657], [0.14860, 3.18680, 3.01878], [1.55795, 0.32436, 2.55631], [1.66202, 1.33367, 3.90364], [0.55782, 3.38750, 3.91144], [-0.73422, 3.57823, 2.74363]],
  "nbo_charge": [1.807, 0.727, -0.452, -0.601, -0.601, 0.731, -0.708, -0.495, -0.486, 0.725, -0.643, -0.512, -0.527, 0.779, -0.709, -0.832, -0.866, 0.381, 0.429, 0.375, 0.445, 0.809, -0.736, -0.842, -0.846, 0.381, 0.414, 0.446, 0.379, 0.807, -0.742, -0.815, -0.822, 0.419, 0.379, 0.380, 0.424]
}

[2]
{
  "formula": "C3H10N4",
  "method": "the ωB97M-V functional and the def2-TZVPD basis",
  "e_lumo_ev": -11.1289,
  "energy_ev": -9213.1394,
  "multiplicity": 1,
  "orbital_gap_ha": 0.347,
  "total_charge": 2,
  "species": ["C", "C", "C", "N", "N", "N", "N", "H", "H", "H", "H", "H", "H", "H", "H", "H", "H"],
  "positions_angstrom": [[0.02570, -0.14399, 1.75261], [0.77841, -0.20997, -0.34328], [2.42150, -1.04496, 1.37465], [-0.90601, 0.32268, 0.91617], [1.17206, -0.33801, 1.08753], [-0.56195, 0.19764, -0.26639], [-2.69838, 0.98087, -1.40306], [-0.01092, -0.40056, 2.75972], [1.45192, 0.51882, -0.86568], [0.77306, -1.29308, -0.84140], [3.03465, -0.17410, 1.73521], [2.05392, -1.86528, 2.04790], [2.95597, -1.44650, 0.56854], [-1.69009, 0.48218, -1.05300], [-3.57567, 0.61446, -1.04647], [-2.50765, 1.19778, -2.34931], [-2.48231, 1.89457, -1.03556]],
  "nbo_charge": [0.331, -0.166, -0.438, -0.096, -0.165, -0.088, -0.921, 0.279, 0.331, 0.344, 0.283, 0.272, 0.269, 0.426, 0.469, 0.444, 0.426]
}

[3]
{
  "formula": "C4H10INO2S",
  "method": "the ωB97M-V functional and the def2-TZVPD basis",
  "e_lumo_ev": 0.4933,
  "smiles": "C[C@@H](I)N(C)S(C)(=O)=O",
  "energy_ev": -28829.6025,
  "multiplicity": 1,
  "orbital_gap_ha": 0.361,
  "species": ["C", "C", "I", "N", "C", "S", "C", "O", "O", "H", "H", "H", "H", "H", "H", "H", "H", "H", "H"],
  "positions_angstrom": [[-2.14196, 0.42184, 0.84362], [-0.68441, 0.57441, 1.09469], [-0.17752, -0.22757, 3.05237], [0.16667, -0.22991, 0.22023], [-0.46429, -1.45046, -0.25874], [0.81233, 0.69992, -0.97597], [2.57672, 0.12894, -0.88587], [0.83108, 2.10187, -0.58970], [0.15155, 0.30800, -2.20962], [-2.70719, -0.48406, 1.15908], [-2.22287, 0.55718, -0.20330], [-2.65589, 1.26928, 1.40533], [-0.29023, 1.54995, 0.94262], [0.24614, -2.09081, -0.78265], [-0.95559, -2.05668, 0.52695], [-1.29484, -1.09048, -0.84620], [3.29834, 0.99598, -0.68415], [2.55571, -0.54676, -0.01325], [2.95625, -0.43063, -1.79543]],
  "nbo_charge": [-0.681, -0.097, 0.022, -0.723, -0.433, 2.271, -0.875, -0.933, -0.933, 0.235, 0.223, 0.241, 0.258, 0.224, 0.224, 0.208, 0.264, 0.252, 0.252]
}

[4]
{
  "formula": "C5H6O2",
  "method": "the ωB97M-V functional and the def2-TZVPD basis",
  "e_lumo_ev": [-0.0823, -0.0813],
  "smiles": "C[C@@]12O[C@@H]1[C@H]2C=O",
  "energy_ev": -9371.6353,
  "multiplicity": 1,
  "orbital_gap_ha": [0.303, 0.303],
  "species": ["C", "C", "O", "C", "C", "C", "O", "H", "H", "H", "H", "H", "H"],
  "positions_angstrom": [[1.18818, -0.04066, 1.08848], [-0.13146, 0.61908, 0.70588], [-0.27325, 2.00635, 0.57060], [-0.40881, 1.44758, -0.86478], [-1.06526, 0.12618, -0.35922], [-0.86715, -1.27063, -0.93151], [-1.47785, -2.24534, -0.57867], [1.25500, -0.28664, 2.16307], [2.16960, 0.48625, 0.58917], [1.12218, -0.97354, 0.68634], [0.56311, 1.42421, -1.32677], [-2.01954, 0.12226, -0.08223], [-0.05478, -1.41509, -1.66035]],
  "nbo_charge": [-0.673, 0.400, -0.485, -0.011, -0.376, 0.433, -0.486, 0.246, 0.237, 0.213, 0.170, 0.221, 0.111]
}